1.
7 unconnected molecules or ions with the total composition CH16O6S, computed with the ωB97M-V functional and the def2-TZVPD basis.

Summary:
Frontier orbital gap   9.458 eV
LUMO level   0.01120 Eh
SMILES   CS.O.O.O.O.O.O

Each line ends with the Löwdin charge.
Cartesian coordinates (Å):
C 1.79938 -1.47374 2.96439  -0.559
S 0.88809 -0.50362 4.13440  0.619
H 2.19146 -2.45592 3.13517  0.011
H 1.10814 -1.46742 2.07543  0.019
H 2.79185 -0.99135 2.64273  0.060
H 1.86314 0.40227 4.39019  -0.149
O -3.30314 0.32450 -0.97782  -0.031
H -3.56008 0.70145 -0.14745  0.040
H -4.00494 0.00118 -1.52167  0.038
O -0.96251 -1.09580 -1.13673  -0.108
H -1.31821 -1.38556 -0.28781  0.028
H -1.15096 -0.10720 -0.88303  0.094
O 3.27158 5.60874 -0.48645  -0.020
H 3.81677 4.96626 -0.05418  0.025
H 3.76341 6.33705 -0.75474  -0.005
O 0.98612 -0.75545 -3.04477  -0.002
H 1.78501 -1.17157 -2.81552  0.020
H 0.20073 -1.05007 -2.71151  -0.055
O 0.88481 1.44414 -5.03152  -0.070
H 1.55715 1.42552 -4.29931  0.054
H 0.02033 1.38825 -4.70282  -0.012
O -4.09507 -3.29321 0.77573  -0.019
H -4.66344 -3.49691 0.08440  -0.005
H -3.66054 -4.05893 1.12583  0.028



2.
7 unconnected molecules or ions with the total composition CH16O6S, computed with the ωB97M-V functional and the def2-TZVPD basis.

Summary:
Frontier orbital gap   9.404 eV
LUMO level   0.01282 Eh
SMILES   CS.O.O.O.O.O.O

Each line ends with the Löwdin charge.
Cartesian coordinates (Å):
C 0.90837 4.50670 0.89019  -0.464
S -0.51887 4.48199 1.99471  0.639
H 0.44598 4.80728 -0.01293  -0.006
H 1.66994 5.31916 1.07930  0.065
H 1.24041 3.51419 0.85423  -0.006
H -0.54004 5.11428 3.10736  -0.227
O -2.43286 -2.31208 0.78267  -0.077
H -2.68403 -2.17267 1.72075  0.053
H -3.05077 -2.94891 0.36208  0.059
O 0.80214 -1.25931 0.86181  -0.072
H 1.37569 -1.71950 1.51934  0.086
H -0.14502 -1.51945 0.91280  0.047
O -0.56508 1.92455 -6.67620  -0.132
H -0.29114 2.91155 -6.44018  0.102
H -0.22132 1.26622 -6.04111  0.031
O 1.83299 -2.43911 -1.17929  -0.078
H 1.76243 -1.73923 -1.82695  0.050
H 1.06475 -2.17221 -0.61541  0.028
O 0.53300 -4.28153 -2.41068  -0.058
H 1.03173 -5.06204 -2.41276  -0.004
H 1.11542 -3.53245 -2.29909  -0.036
O -1.27557 -1.12471 5.02884  -0.035
H -1.51885 -0.90147 5.97340  0.078
H -0.53929 -0.66123 4.82710  -0.042



If you had to name the least stable structure above, which would it be? It would be 2.